Entry 1:
140
Properties=species:S:1:pos:R:3:forces:R:3:lowdin_charge:R:1 method="wB97M-V/def2-TZVPD" lumo_ev=1.189 e_tot_ev=-950106.0773 total_charge=-1
C -1.2457 -2.5460 -4.6290 0.234 0.102 0.281 -0.185
C -1.7029 -2.7967 -3.3968 -0.454 1.010 0.570 -0.270
In -0.3834 -2.4605 -1.6089 -0.304 -0.273 -0.873 0.649
C 1.2084 -1.0310 -2.2660 0.197 -0.326 0.811 -0.239
C 2.6081 -1.1372 -1.6083 -0.300 0.702 -0.853 -0.227
C 3.1452 -2.5230 -1.3650 0.609 1.457 0.068 -0.676
F 3.0070 -3.3283 -2.4048 -0.389 -0.638 -0.388 0.132
F 2.6830 -3.0985 -0.2668 -0.408 -0.512 0.356 0.099
F 4.5067 -2.4368 -1.1708 0.350 -0.126 0.158 0.056
N -1.6670 -1.5216 -0.0841 0.818 1.253 0.305 -0.001
C -1.2542 -0.4032 0.0979 0.574 -0.741 -0.255 -0.723
O -0.8601 0.7254 0.2559 -0.084 -0.687 0.231 -0.063
H -1.5362 -3.1078 -5.5198 -0.602 0.666 -0.140 0.018
H -0.5388 -1.7212 -4.7356 0.731 -0.774 -0.321 0.016
H -2.7389 -3.1522 -3.3222 0.555 -1.178 0.036 -0.019
H 0.1806 -3.9826 -0.9470 -0.195 0.204 -0.023 -0.096
H 1.3389 -1.1362 -3.3455 -0.219 0.042 0.056 0.029
H 0.8414 -0.0242 -2.0407 -0.017 -0.072 -0.225 0.035
H 3.3207 -0.6726 -2.3078 0.147 -0.141 0.204 0.117
H 2.6593 -0.5300 -0.6902 0.124 -0.769 -0.959 -0.017
C 2.2160 -7.4319 -2.5532 -0.210 0.275 -0.090 -1.527
Cl 3.1158 -7.7537 -4.0446 0.033 -0.036 0.144 0.476
Cl 1.1422 -6.0602 -2.7625 0.061 -0.130 0.075 0.550
Cl 1.3141 -8.8712 -2.0556 0.076 -0.040 0.014 0.513
H 2.9281 -7.1933 -1.7731 -0.004 -0.046 -0.020 0.015
C 3.4671 -10.9502 -6.4945 -0.333 0.095 -0.181 -1.568
Cl 2.0857 -11.0292 -5.4034 0.077 -0.011 -0.004 0.524
Cl 3.0636 -11.6590 -8.0639 0.036 -0.001 0.001 0.523
Cl 4.0133 -9.2811 -6.6931 0.213 -0.218 -0.125 0.477
H 4.2730 -11.5227 -6.0626 0.017 -0.011 -0.058 -0.065
C -5.1246 1.0700 -0.5254 0.317 -0.250 0.077 -1.501
Cl -3.5773 0.7383 0.2301 -1.128 0.668 -0.129 0.688
Cl -5.3541 0.0489 -1.9475 0.124 0.427 0.099 0.525
Cl -6.4459 0.8356 0.6449 -0.121 0.004 -0.039 0.515
H -5.1394 2.1028 -0.8431 -0.123 -0.005 0.029 -0.082
C -5.1153 5.3712 -0.4547 0.011 -0.215 0.066 -1.510
Cl -5.8313 6.1205 0.9818 0.023 0.056 -0.006 0.531
Cl -3.8585 4.2263 0.0015 -0.121 0.073 0.042 0.576
Cl -6.3615 4.5842 -1.4315 0.018 0.049 -0.026 0.552
H -4.6641 6.1513 -1.0502 -0.018 0.042 0.018 -0.062
C 6.6668 -0.2295 -1.2495 0.015 0.123 -0.029 -1.522
Cl 6.1869 1.2475 -0.4104 -0.025 -0.106 -0.099 0.511
Cl 7.3617 0.1496 -2.8304 -0.062 -0.061 -0.038 0.503
Cl 7.8208 -1.1357 -0.2678 -0.028 -0.090 -0.003 0.525
H 5.7884 -0.8431 -1.4039 0.068 0.032 0.052 -0.024
C 7.0416 4.7499 0.7527 0.033 -0.067 0.266 -1.542
Cl 8.5548 4.0137 1.2970 0.001 0.023 -0.034 0.534
Cl 5.6552 3.8433 1.3596 0.439 0.494 -0.212 0.466
Cl 6.9524 6.4425 1.2543 -0.057 -0.080 0.063 0.510
H 7.0205 4.7170 -0.3268 0.038 -0.049 0.005 -0.079
C 0.7061 -4.1821 3.3675 -0.054 0.132 -0.101 -1.557
Cl -0.5992 -4.2437 4.5652 0.056 -0.008 0.061 0.507
Cl 0.3010 -5.1538 1.9617 0.029 -0.010 -0.014 0.533
Cl 1.0609 -2.5132 2.9068 -0.125 -0.470 0.125 0.517
H 1.5940 -4.6003 3.8221 -0.035 0.035 0.017 -0.078
C 11.4111 2.5167 -0.9310 -0.099 -0.104 0.006 -1.564
Cl 10.1102 1.3326 -0.8660 0.103 0.080 0.002 0.498
Cl 12.6172 2.1956 0.3202 -0.010 0.050 0.001 0.521
Cl 12.1635 2.5353 -2.5307 -0.013 0.050 0.003 0.517
H 10.9866 3.4962 -0.7467 0.022 -0.012 0.002 -0.008
C 6.7659 4.5575 -3.8495 0.015 -0.203 0.007 -1.518
Cl 6.0447 5.4423 -2.4993 -0.133 0.085 -0.135 0.549
Cl 8.2023 3.6829 -3.3102 0.011 0.064 0.008 0.516
Cl 5.5948 3.4566 -4.5696 0.049 0.055 0.027 0.548
H 7.0670 5.2761 -4.6009 -0.013 0.010 0.040 0.014
C 3.7949 -7.0990 4.5832 -0.071 0.021 -0.127 -1.518
Cl 3.4390 -8.7671 4.1209 0.120 0.470 0.186 0.488
Cl 4.0462 -6.0963 3.1521 0.016 -0.009 0.047 0.551
Cl 2.4975 -6.4359 5.5819 0.029 -0.048 0.065 0.553
H 4.7071 -7.0942 5.1660 -0.027 0.010 -0.006 0.011
C -9.3183 4.9426 1.5753 0.066 -0.188 0.073 -1.549
Cl -9.8402 5.0598 3.2597 -0.046 0.068 -0.026 0.517
Cl -8.5023 3.4138 1.2861 -0.038 0.068 0.015 0.508
Cl -10.6916 5.1390 0.4774 -0.005 0.073 -0.044 0.530
H -8.6149 5.7433 1.3838 -0.042 -0.004 -0.041 -0.033
C 1.9218 -5.9274 -7.6226 -0.186 0.020 0.083 -1.558
Cl 1.4195 -7.4837 -8.2938 -0.028 0.058 -0.026 0.498
Cl 2.4048 -4.8199 -8.9147 0.054 -0.024 0.006 0.513
Cl 0.6431 -5.2209 -6.6412 0.091 -0.025 -0.004 0.542
H 2.7810 -6.0976 -6.9850 -0.014 -0.006 -0.020 -0.006
C 8.5550 9.6439 -1.1616 -0.065 -0.060 -0.051 -1.548
Cl 8.1448 7.9809 -1.5776 0.094 0.137 -0.120 0.493
Cl 8.8665 10.5963 -2.6168 0.034 -0.001 0.034 0.519
Cl 7.2692 10.3792 -0.2010 0.042 -0.015 0.023 0.522
H 9.4584 9.6322 -0.5655 -0.021 0.017 -0.012 0.013
C -1.8355 7.8548 -0.2844 -0.121 -0.418 0.133 -1.530
Cl -2.4906 7.9397 1.3523 0.179 0.018 -0.306 0.498
Cl -1.0721 6.2900 -0.5716 0.037 0.161 -0.041 0.546
Cl -3.1118 8.1659 -1.4722 0.078 -0.071 0.068 0.531
H -1.0852 8.6203 -0.3957 -0.015 0.031 0.019 -0.070
C 2.1071 1.1659 2.3860 -0.051 -0.173 -0.059 -1.464
Cl 1.8621 0.6377 4.0529 0.011 0.086 -0.022 0.527
Cl 3.5021 2.2485 2.2754 -0.419 -0.237 0.226 0.487
Cl 2.3256 -0.2087 1.2981 -0.095 0.620 0.959 0.630
H 1.2246 1.7089 2.0689 -0.009 -0.068 -0.052 0.017
C -14.3023 3.6923 0.6433 -0.017 -0.110 0.030 -1.568
Cl -14.8152 3.8165 2.3279 0.032 0.035 -0.027 0.518
Cl -13.4957 2.1540 0.3474 0.009 0.059 0.000 0.524
Cl -15.6805 3.8975 -0.4439 0.030 0.033 -0.003 0.514
H -13.5951 4.4880 0.4468 -0.016 -0.015 0.022 -0.028
C -2.0795 11.8661 -2.2001 -0.168 -0.067 0.061 -1.525
Cl -2.7780 12.6654 -0.7910 0.038 0.001 -0.030 0.532
Cl -0.8589 10.6879 -1.7058 0.209 0.309 -0.151 0.563
Cl -3.3361 11.0980 -3.1682 0.028 0.166 -0.105 0.517
H -1.5929 12.6160 -2.8100 0.012 -0.027 0.021 0.011
C -8.0448 -2.4689 1.5250 0.073 -0.133 0.020 -1.582
Cl -8.7219 -1.6958 2.9631 0.003 0.050 -0.051 0.513
Cl -6.7575 -3.5877 1.9647 -0.029 0.062 -0.043 0.535
Cl -9.3086 -3.2974 0.6082 -0.093 0.009 0.105 0.496
H -7.6206 -1.6963 0.8952 -0.004 -0.011 0.019 -0.065
C -6.6512 -3.9157 -2.9151 0.080 -0.049 0.094 -1.528
Cl -7.0214 -2.5341 -1.8815 -0.145 -0.331 -0.193 0.496
Cl -5.7448 -3.3971 -4.3387 -0.043 0.001 0.010 0.534
Cl -5.7540 -5.1411 -2.0179 -0.050 0.015 -0.022 0.535
H -7.5841 -4.3528 -3.2467 0.024 0.011 0.001 0.010
C 2.7004 -12.5102 4.6476 -0.108 0.022 -0.032 -1.545
Cl 2.3493 -14.1822 4.1992 0.046 0.015 0.021 0.521
Cl 2.9486 -11.5167 3.2109 -0.063 -0.479 -0.133 0.493
Cl 1.4068 -11.8476 5.6470 0.058 -0.003 -0.001 0.528
H 3.6146 -12.5006 5.2271 -0.019 -0.002 -0.017 0.013
C -2.4555 7.4876 5.3199 -0.065 -0.123 0.052 -1.528
Cl -3.1220 7.5537 6.9519 -0.055 0.243 -0.198 0.498
Cl -1.7079 5.9190 5.0161 0.009 0.053 -0.003 0.538
Cl -3.7101 7.8184 4.1221 -0.142 0.035 0.255 0.492
H -1.6922 8.2502 5.2324 -0.029 -0.008 -0.013 0.016
C -2.7927 5.0321 10.4080 0.045 0.067 -0.070 -1.538
Cl -4.4552 5.6225 10.3064 0.061 -0.034 0.041 0.502
Cl -1.9760 5.2057 8.8567 0.060 -0.235 0.222 0.505
Cl -1.9090 5.8816 11.6805 -0.004 -0.041 0.012 0.519
H -2.8224 3.9803 10.6616 -0.018 0.028 0.010 0.013
C -8.1974 5.2492 7.0086 0.083 -0.092 0.005 -1.554
Cl -9.4120 5.4253 8.2805 -0.005 0.034 -0.030 0.517
Cl -6.5754 5.5133 7.6546 -0.078 0.021 -0.073 0.500
Cl -8.3150 3.6651 6.2459 0.003 0.033 0.032 0.520
H -8.3872 6.0024 6.2540 -0.005 -0.014 0.019 0.003
C 6.6851 -12.4181 -3.7979 -0.087 -0.028 -0.059 -1.532
Cl 7.5895 -12.7321 -5.2824 0.009 0.013 0.030 0.527
Cl 5.5986 -11.0453 -4.0113 0.169 0.057 0.253 0.568
Cl 5.7862 -13.8538 -3.3015 0.033 0.027 0.014 0.529
H 7.3917 -12.1728 -3.0155 -0.013 -0.004 -0.022 0.012


Entry 2:
72
Properties=species:S:1:pos:R:3:forces:R:3:lowdin_charge:R:1 method="wB97M-V/def2-TZVPD" relative_energy_kcal_mol=30.7 s2=8.760 lumo_ev="4.667 / 4.664" e_tot_ev=-143532.4845 total_charge=-2 multiplicity=6
Mn 0.3565 -0.3226 0.3422 -0.979 0.892 0.048 0.723
O 1.3769 -2.7841 -3.0325 -0.109 -0.144 -0.006 0.040
C 1.2985 -1.6805 -2.5202 0.129 0.369 -0.025 -0.453
N 1.5839 -1.4271 -1.1649 -0.078 -0.216 0.112 0.070
C 2.5201 -2.1927 -0.5834 0.199 -0.125 0.449 -0.477
O 3.3617 -2.9550 -1.0549 0.004 -0.035 -0.191 0.016
C 2.5764 -2.0613 0.9534 0.159 -0.392 -0.633 -0.183
C 3.1132 -3.1058 1.7030 0.065 0.020 0.038 -0.010
C 3.1773 -2.9701 3.0759 0.057 -0.220 -0.146 -0.079
C 2.7423 -1.7880 3.6544 -0.063 0.340 0.026 -0.067
C 2.2218 -0.8078 2.8305 0.023 -0.057 0.189 -0.120
N 2.1166 -0.9555 1.5096 0.413 0.055 0.346 0.044
C 0.9868 -0.5089 -3.3668 -0.190 0.061 0.177 -0.150
C 1.3143 -0.5176 -4.7041 0.100 -0.001 -0.078 -0.105
C 1.6522 0.6344 -5.4099 -0.079 0.064 0.151 -0.182
C 1.8668 1.7821 -4.6124 0.073 -0.040 -0.195 -0.162
C 1.5189 1.8378 -3.3053 -0.203 -0.089 0.054 -0.103
N 0.6036 0.8033 -2.7815 0.153 -0.131 -0.083 -0.069
H 3.4634 -3.9817 1.1764 0.004 -0.001 0.007 0.109
H 3.5599 -3.7760 3.6923 0.010 0.010 -0.011 0.095
H 2.7852 -1.6242 4.7231 -0.009 -0.018 0.000 0.095
H 1.8418 0.1224 3.2291 -0.047 0.007 0.052 0.089
H 1.4466 -1.5027 -5.1365 -0.012 0.028 -0.008 0.111
H 1.9311 0.6059 -6.4534 0.025 0.008 0.013 0.063
H 2.4346 2.6219 -5.0028 -0.003 -0.018 -0.014 0.090
H 1.7998 2.5953 -2.5910 0.008 -0.014 0.008 0.088
C -2.0772 -1.7116 4.5695 0.044 0.040 -0.083 -0.154
C -1.7635 -2.6203 3.5628 0.024 0.118 -0.055 -0.137
C -1.1569 -2.1785 2.3866 -0.048 -0.004 0.108 -0.152
C -0.8211 -0.8315 2.1348 0.038 -0.398 0.243 -0.191
C -1.1780 0.0412 3.1761 -0.111 0.041 -0.013 -0.173
C -1.7871 -0.3671 4.3629 0.024 -0.075 -0.053 -0.137
H -2.5436 -2.0429 5.4915 -0.009 -0.005 0.004 0.074
H -1.9954 -3.6739 3.6940 0.009 0.005 -0.003 0.079
H -0.9396 -2.9302 1.6289 0.010 0.004 0.016 0.070
H -0.9806 1.1042 3.0580 -0.028 -0.028 0.030 0.038
H -2.0325 0.3641 5.1292 -0.004 0.003 -0.005 0.079
N -3.1443 0.5080 -2.1255 -0.112 0.072 -0.134 0.032
C -1.7765 0.7834 -1.6694 0.156 0.130 -0.036 -0.381
N -1.2669 -0.3986 -1.0421 0.229 -0.168 -0.512 -0.026
C -2.0381 -1.4120 -1.5138 -0.185 -0.047 0.141 -0.262
C -1.8814 -2.7951 -1.4089 -0.038 -0.123 -0.040 -0.035
C -2.8737 -3.6306 -1.9305 0.062 0.095 0.027 -0.134
C -4.0145 -3.1314 -2.5453 0.091 0.111 0.005 -0.156
C -4.1735 -1.7373 -2.6667 -0.044 -0.074 0.034 -0.067
C -3.2045 -0.9212 -2.1499 0.016 0.026 -0.015 -0.236
H -3.8105 0.8967 -1.4717 -0.025 -0.042 0.041 0.113
H -1.7784 1.6353 -0.9819 -0.014 -0.002 0.056 0.120
H -0.9876 -3.2116 -0.9588 -0.015 0.015 -0.005 0.094
H -2.7347 -4.7050 -1.8662 -0.001 0.008 0.012 0.083
H -4.7577 -3.8046 -2.9550 -0.010 0.003 0.003 0.068
H -5.0447 -1.3141 -3.1568 0.011 -0.003 -0.005 0.091
C -1.3074 3.7160 1.6015 -0.174 0.018 -0.017 -0.238
Ge 0.5971 3.2506 1.4977 -0.070 0.001 0.185 0.667
C 1.4869 4.9760 1.1113 0.080 0.185 -0.041 -0.253
C 1.2259 2.8688 3.3224 0.126 -0.039 0.130 -0.239
C 0.9029 1.9067 0.1923 0.226 -0.290 -0.372 -0.373
H -1.4888 4.5120 2.3300 -0.005 -0.031 -0.034 0.004
H -1.9075 2.8443 1.8696 0.002 0.030 -0.013 0.001
H -1.6369 4.0642 0.6178 -0.031 0.007 0.054 0.007
H 1.2130 5.7368 1.8513 0.033 -0.024 -0.060 -0.002
H 1.2032 5.3350 0.1179 0.020 0.008 0.047 0.002
H 2.5735 4.8499 1.1278 -0.045 0.025 -0.010 0.002
H 0.9696 3.7082 3.9758 0.028 -0.029 0.008 0.008
H 2.3150 2.7598 3.3159 -0.048 0.000 0.031 0.012
H 0.7883 1.9602 3.7363 0.024 0.067 0.004 -0.023
H 1.9945 1.8170 0.0651 0.010 0.054 -0.008 -0.024
H 0.5508 2.4043 -0.7265 -0.026 0.022 0.030 -0.056
Cl -1.5283 0.9703 -4.4843 0.049 -0.055 0.112 0.689
C -0.8627 1.2770 -2.8679 0.163 -0.049 -0.095 -0.514
H -0.7418 2.3569 -2.8087 -0.095 0.059 -0.029 0.087
H 0.7656 0.7288 -1.7673 0.010 -0.012 0.040 0.067